No. 1
{"formula": "C8H12MnO6", "method": "wB97M-V/def2-TZVPD", "species": ["O", "Mn", "O", "C", "O", "C", "C", "C", "H", "H", "H", "H", "H", "C", "H", "H", "C", "C", "O", "C", "O", "O", "H", "H", "H", "H", "H"], "coordinates": [[2.98, -0.10, 0.13], [4.95, 2.63, -0.33], [3.17, 2.06, -0.28], [2.49, 1.06, -0.17], [1.14, 1.09, -0.15], [0.50, 2.01, 0.61], [2.12, -1.27, 0.30], [3.00, -2.48, 0.44], [1.50, -1.10, 1.18], [1.48, -1.33, -0.59], [3.70, -2.36, 1.27], [2.35, -3.34, 0.66], [3.55, -2.69, -0.48], [-0.82, 2.28, 0.13], [-1.33, 3.08, 0.67], [-0.92, 2.25, -0.96], [-1.21, 0.80, 0.98], [-1.85, -0.16, -0.01], [-3.12, 0.32, -0.47], [-3.82, -0.48, -1.24], [-3.47, -1.56, -1.64], [-5.03, 0.04, -1.41], [-0.52, 0.64, 1.82], [-1.97, 0.73, 1.78], [-2.01, -1.13, 0.48], [-1.22, -0.37, -0.89], [-5.61, -0.60, -1.84]], "mulliken_spin": [0.0650, 6.2021, -0.1911, -0.0117, -0.0628, -0.0063, 0.0047, -0.0019, 0.0012, 0.0005, 0.0005, 0.0001, 0.0001, -0.0001, 0.0001, 0.0001, -0.0001, 0.0003, -0.0001, 0.0000, 0.0000, 0.0000, -0.0005, 0.0002, 0.0000, -0.0002, 0.0000], "orbital_gap_ha": [0.2925, 0.3014], "homo_energy_ev": [-11.54, -12.33], "total_charge": 1, "e_lumo_ev": [-3.58, -4.13], "s_squared": 12.00, "multiplicity": 7}

---

No. 2
{"formula": "C8H12N2", "method": "wB97M-V/def2-TZVPD", "species": ["C", "C", "C", "C", "C", "C", "C", "C", "N", "N", "H", "H", "H", "H", "H", "H", "H", "H", "H", "H", "H", "H"], "coordinates": [[0.79, -1.33, 2.73], [-1.82, -0.33, 0.32], [-0.28, -0.70, 2.13], [-0.89, 0.83, -0.14], [0.38, 1.08, 0.49], [0.48, 0.53, -0.95], [0.96, 1.60, -1.85], [0.84, -0.94, -1.13], [1.67, -2.05, 2.98], [-1.16, -1.26, 1.23], [-2.71, 0.05, 0.83], [-2.23, -0.89, -0.67], [-0.78, -0.04, 2.80], [-1.40, 1.78, -0.44], [0.90, 1.99, 1.01], [1.97, 1.41, -2.26], [1.03, 2.53, -1.40], [0.38, 1.73, -2.77], [0.54, -1.50, -0.27], [1.90, -1.00, -1.21], [0.25, -1.49, -1.99], [-0.80, -2.00, 0.56]], "nbo_charge": [0.2101, -0.2222, -0.1199, -0.3236, -0.1525, -0.0813, -0.6122, -0.5957, -0.2976, -0.5664, 0.2139, 0.2133, 0.2170, 0.2340, 0.2288, 0.2180, 0.2146, 0.2109, 0.1963, 0.2262, 0.2020, 0.3863], "orbital_gap_ha": [0.2912, 0.2934], "homo_energy_ev": [-7.80, -8.05], "e_lumo_ev": [0.12, -0.07], "de_lowest_kcal_mol": 134.4, "multiplicity": 1}

---

No. 3
{"formula": "C8H12N2O", "method": "wB97M-V/def2-TZVPD", "species": ["C", "C", "C", "C", "C", "C", "C", "C", "H", "H", "H", "H", "H", "H", "H", "H", "H", "H", "H", "H", "N", "N", "O"], "coordinates": [[1.98, 1.90, 0.09], [1.71, 0.43, -0.06], [2.92, -1.76, -0.24], [-3.32, -0.78, -0.92], [-3.05, -1.25, 0.38], [-2.55, -0.39, 1.37], [-2.11, 0.80, 0.76], [-2.42, 1.27, -0.52], [3.17, 2.11, 0.24], [1.61, 2.24, 1.10], [1.60, 2.59, -0.74], [3.78, 0.02, -0.64], [1.95, -2.12, 0.01], [3.24, -2.02, -1.33], [3.64, -2.00, 0.55], [-3.47, -1.57, -1.62], [-2.98, -2.42, 0.53], [-2.41, -0.64, 2.50], [-1.49, 1.52, 1.40], [-2.30, 2.14, -1.17], [2.79, -0.32, -0.29], [-2.97, 0.42, -1.36], [0.68, -0.16, -0.06]], "nbo_charge": [-0.7112, 0.6484, -0.4164, -0.0092, -0.2362, -0.1961, -0.2059, -0.0202, 0.2132, 0.2432, 0.2490, 0.3822, 0.2321, 0.1977, 0.1970, 0.1862, 0.2157, 0.2368, 0.2063, 0.2276, -0.6127, -0.4081, -0.6195], "orbital_gap_ha": 0.3513, "homo_energy_ev": -8.83, "smiles": "CNC(C)=O.c1ccncc1", "e_lumo_ev": 0.73, "de_lowest_kcal_mol": 62.2, "multiplicity": 1}

---

No. 4
{"formula": "C8H12N2O3SSr", "method": "wB97M-V/def2-TZVPD", "species": ["O", "C", "Sr", "C", "C", "O", "O", "C", "C", "N", "C", "S", "N", "C", "C", "H", "H", "H", "H", "H", "H", "H", "H", "H", "H", "H", "H"], "coordinates": [[0.36, 3.19, -4.68], [0.36, 2.08, -4.34], [0.46, -0.09, -2.49], [2.19, -1.07, -4.36], [-1.46, -1.06, -4.34], [3.15, -1.63, -4.69], [-2.40, -1.60, -4.68], [1.89, -1.08, 1.10], [1.48, 0.33, 1.45], [0.55, 0.89, 0.42], [-0.71, 0.51, 0.06], [-1.51, 1.23, -1.32], [-1.38, -0.41, 0.78], [-1.42, -0.59, 2.26], [-1.68, 0.68, 3.03], [1.01, -1.74, 1.02], [2.54, -1.47, 1.89], [2.44, -1.11, 0.16], [1.01, 0.44, 2.43], [2.38, 0.97, 1.46], [0.93, 1.64, -0.14], [-2.25, -0.68, 0.31], [-2.22, -1.31, 2.47], [-0.48, -1.09, 2.52], [-2.67, 1.07, 2.79], [-1.65, 0.46, 4.10], [-0.93, 1.44, 2.80]], "nbo_charge": [-0.3610, 0.4088, 1.7263, 0.3920, 0.4057, -0.3443, -0.3539, -0.6312, -0.2359, -0.6202, 0.2863, -0.3943, -0.5763, -0.2270, -0.6352, 0.2157, 0.2742, 0.1870, 0.2361, 0.2439, 0.4160, 0.4316, 0.2472, 0.2041, 0.2389, 0.2609, 0.2049], "orbital_gap_ha": 0.3210, "homo_energy_ev": -16.61, "total_charge": 2, "e_lumo_ev": -7.88, "de_lowest_kcal_mol": 0.7, "multiplicity": 1}

---

No. 5
{"formula": "C8H12N2O4", "method": "wB97M-V/def2-TZVPD", "species": ["C", "C", "C", "C", "C", "C", "C", "C", "N", "N", "O", "O", "O", "O", "H", "H", "H", "H", "H", "H", "H", "H", "H", "H", "H", "H"], "coordinates": [[-3.71, -0.38, -0.64], [-2.74, -1.22, -0.14], [-1.83, 0.56, -0.96], [-0.09, -2.18, 0.64], [2.95, -1.17, -0.36], [1.98, -0.16, 0.16], [-0.21, -1.05, -0.09], [2.43, 1.34, 0.08], [-3.11, 0.71, -1.14], [-1.53, -0.61, -0.35], [0.77, -0.21, -0.58], [3.97, -1.49, 0.14], [-0.92, 2.39, 1.62], [2.39, 1.73, -1.27], [-4.62, -0.86, -0.81], [-2.82, -2.14, 0.26], [-1.18, 1.38, -1.13], [0.87, -2.67, 0.91], [-0.99, -2.68, 0.57], [2.70, -1.52, -1.54], [1.79, -0.34, 1.29], [3.49, 1.54, 0.32], [1.80, 1.87, 0.78], [-1.15, 3.17, 2.16], [-1.77, 1.95, 1.57], [1.52, 2.03, -1.48]], "nbo_charge": [-0.0823, -0.0879, 0.1752, -0.5445, 0.4407, -0.0530, 0.5155, -0.0675, -0.4527, -0.3833, -0.5047, -0.4979, -0.9447, -0.7052, 0.2102, 0.2027, 0.2112, 0.2303, 0.2068, 0.0940, 0.2183, 0.2022, 0.1947, 0.4728, 0.4742, 0.4747], "orbital_gap_ha": 0.3522, "homo_energy_ev": -9.15, "smiles": "C=C(O[C@@H](C=O)CO)n1ccnc1.O", "e_lumo_ev": 0.43, "de_lowest_kcal_mol": 24.9, "multiplicity": 1}

---

No. 6
{"formula": "C8H12N3", "method": "wB97M-V/def2-TZVPD", "species": ["C", "C", "C", "C", "C", "C", "C", "C", "N", "N", "N", "H", "H", "H", "H", "H", "H", "H", "H", "H", "H", "H", "H"], "coordinates": [[3.31, -0.51, 0.29], [2.68, 0.68, 0.80], [1.32, -0.73, -0.36], [0.23, -1.33, -0.97], [-1.09, -1.27, -0.61], [0.76, 1.65, 0.10], [-0.47, 1.82, -0.74], [-2.96, -0.75, 0.74], [2.47, -1.34, -0.35], [1.47, 0.57, 0.27], [-1.57, -0.61, 0.41], [4.42, -0.75, 0.40], [2.97, 1.55, 1.33], [0.64, -2.19, -1.43], [-1.88, -1.80, -1.19], [1.13, 2.53, 0.55], [-0.46, 0.89, -1.45], [-0.32, 2.81, -1.18], [-1.41, 1.83, -0.08], [-3.45, -0.28, 1.58], [-3.65, -0.51, -0.09], [-3.32, -1.83, 0.84], [-0.84, -0.42, 1.13]], "nbo_charge": [0.0622, -0.1767, 0.3730, -0.4168, 0.1648, 0.3113, -0.7077, -0.4663, -0.4315, -0.3118, -0.5471, 0.2439, 0.2446, 0.2839, 0.2321, 0.2157, 0.2622, 0.2737, 0.2836, 0.2548, 0.2271, 0.2176, 0.4074], "orbital_gap_ha": [0.2333, 0.2332], "homo_energy_ev": [-11.77, -11.77], "total_charge": 1, "smiles": "C/C=[N+]1/C=CN=C1/C=C\\NC", "e_lumo_ev": [-5.42, -5.42], "de_lowest_kcal_mol": 89.6, "multiplicity": 1}

---

No. 7
{"formula": "C8H12N3", "method": "wB97M-V/def2-TZVPD", "species": ["C", "C", "C", "C", "C", "C", "C", "C", "N", "N", "N", "H", "H", "H", "H", "H", "H", "H", "H", "H", "H", "H", "H"], "coordinates": [[2.15, 1.37, -0.14], [1.72, -0.95, -0.63], [0.81, 1.64, -0.21], [0.37, -0.73, -0.66], [2.64, 0.07, -0.34], [-0.13, 0.59, -0.44], [4.09, -0.20, -0.24], [-3.87, 0.76, -0.44], [-1.36, 1.05, -0.49], [-2.54, -1.19, 0.03], [-2.63, 0.14, -0.11], [2.85, 2.17, 0.06], [2.10, -1.95, -0.82], [0.42, 2.63, -0.06], [-0.29, -1.53, -0.94], [4.67, 0.57, -0.75], [4.39, -0.17, 0.81], [4.35, -1.18, -0.64], [-4.32, 0.32, -1.34], [-3.68, 1.81, -0.61], [-4.57, 0.63, 0.39], [-3.43, -1.66, 0.16], [-1.79, -1.51, 0.62]], "nbo_charge": [-0.2144, -0.2261, -0.1032, -0.1405, 0.1181, 0.0223, -0.6563, -0.4617, -0.1317, -0.5439, 0.0915, 0.2384, 0.2350, 0.2459, 0.2217, 0.2463, 0.2536, 0.2349, 0.2375, 0.2723, 0.2403, 0.4097, 0.4102], "orbital_gap_ha": [0.2877, 0.2514], "homo_energy_ev": [-13.32, -12.25], "total_charge": 1, "smiles": "Cc1ccc(/N=[N+](/C)N)cc1", "e_lumo_ev": [-5.49, -5.41], "de_lowest_kcal_mol": 93.9, "multiplicity": 1}

---

No. 8
{"formula": "C8H12N3", "method": "wB97M-V/def2-TZVPD", "species": ["C", "C", "C", "C", "C", "C", "C", "C", "N", "N", "N", "H", "H", "H", "H", "H", "H", "H", "H", "H", "H", "H", "H"], "coordinates": [[1.42, 2.31, 1.14], [1.46, 1.04, 1.71], [1.40, 2.42, -0.25], [1.18, 0.00, 0.88], [1.17, 1.26, -1.11], [1.23, -1.54, 0.87], [0.79, -1.45, -0.68], [0.87, 0.10, -0.46], [-1.87, -0.27, -0.17], [-3.69, -1.13, -1.04], [-2.54, -0.72, -1.11], [1.64, 3.06, 1.75], [1.86, 0.91, 2.68], [1.69, 3.31, -0.66], [-0.86, -0.11, -0.13], [1.21, 1.30, -2.23], [2.20, -2.00, 1.16], [0.35, -2.01, 1.31], [1.48, -1.81, -1.43], [-0.24, -1.71, -0.83], [-2.24, -0.24, 0.78], [-4.19, -1.44, -1.92], [-4.32, -1.28, -0.27]], "nbo_charge": [-0.1643, -0.2155, -0.1917, -0.0087, -0.1590, -0.4112, -0.3893, -0.1785, -0.4512, -0.4463, 0.1749, 0.2148, 0.2307, 0.2203, 0.4651, 0.2341, 0.2509, 0.2007, 0.2414, 0.1773, 0.3736, 0.4325, 0.3994], "orbital_gap_ha": 0.2889, "homo_energy_ev": -12.23, "total_charge": 1, "e_lumo_ev": -4.37, "de_lowest_kcal_mol": 107.9, "multiplicity": 1}

---

No. 9
{"formula": "C8H12N3O3S", "method": "wB97M-V/def2-TZVPD", "species": ["C", "C", "C", "C", "C", "C", "C", "C", "N", "N", "N", "O", "O", "O", "S", "H", "H", "H", "H", "H", "H", "H", "H", "H", "H", "H", "H"], "coordinates": [[2.40, 1.03, 0.08], [2.30, -1.26, 0.11], [1.02, 1.16, -0.02], [0.94, -1.29, 0.20], [3.08, -0.12, 0.10], [0.28, -0.07, -0.08], [-1.73, 1.21, -0.58], [-2.32, 1.79, 0.73], [-1.27, -2.69, -0.75], [4.54, -0.36, 0.00], [-1.04, -0.03, -0.36], [-3.31, -1.22, -0.98], [-2.40, -1.63, 1.23], [-3.66, 2.21, 0.48], [-2.12, -1.55, -0.21], [2.95, 1.98, 0.22], [2.83, -2.21, 0.08], [0.64, 2.14, -0.06], [0.30, -2.14, 0.37], [-2.56, 0.90, -1.21], [-1.11, 2.02, -1.01], [-1.78, 2.56, 1.24], [-2.23, 0.91, 1.33], [-1.27, -2.95, -1.75], [4.96, -0.31, 0.88], [4.66, -1.39, -0.19], [-4.10, 1.30, 0.16]], "nbo_charge": [-0.1997, -0.2092, -0.3274, -0.2584, 0.0334, 0.2127, -0.2572, -0.0974, -1.2585, -0.8196, -0.6488, -1.0158, -0.9853, -0.7327, 2.3940, 0.1872, 0.1781, 0.2053, 0.2726, 0.2339, 0.1908, 0.1637, 0.1876, 0.3833, 0.3436, 0.3463, 0.4777], "orbital_gap_ha": 0.2730, "homo_energy_ev": -3.98, "total_charge": -1, "smiles": "N=[S@@](=O)([O-])N(CCO)c1ccc(N)cc1", "e_lumo_ev": 3.44, "de_lowest_kcal_mol": 19.6, "multiplicity": 1}